# 1
This record from OMol25 describes a molecular structure, C31H58BrCaN4OP3. The level of theory is wB97M-V/def2-TZVPD.

* HOMO level (alpha / beta): -0.436 / -0.435 Eh
* ΔE to the lowest compared entry with this formula, charge and spin: 1.195 eV
* HOMO-LUMO gap (alpha / beta): 5.74 / 5.75 eV
* 2S+1: 1
* net charge: +2
* energy: -5785.47627 a.u.

Last column: Mulliken charge in e.
Atoms and positions in Å:
C1 -0.3794 -2.2058 -1.6205  0.031
C2 3.7214 0.3278 1.0585  0.506
C3 0.1707 -1.7185 -2.9203  -0.711
N1 -1.3640 2.8817 3.4929  0.371
H1 2.7783 -0.2415 0.9314  -0.183
C4 -1.7029 -6.2276 -0.2586  -1.312
H2 -1.1044 -1.5049 4.3389  0.309
H3 5.1987 -1.2657 0.5656  0.317
H4 2.5761 2.2475 4.7766  0.466
C5 -0.2554 0.6058 -2.3422  1.122
C6 -2.6239 4.1838 -1.2103  -0.353
C7 1.6005 0.1277 3.8059  -1.179
C8 -1.9897 3.2984 -2.1078  0.456
C9 -2.2622 -0.2290 2.1581  -1.035
H5 -0.7951 4.2628 2.0014  -0.010
H6 4.4181 -1.7888 -1.0791  0.259
H7 5.2098 4.0452 0.6690  0.398
P1 -1.1186 -3.9480 -1.7672  1.378
N2 -1.2911 0.2234 3.1509  0.723
C10 -1.4429 -0.4648 4.4390  -1.232
H8 5.4286 -0.7731 -2.1388  0.428
H9 -2.5027 -0.4895 4.7325  0.369
H10 4.0659 -1.6970 -2.7891  0.390
C11 0.0251 -4.8273 -4.2045  -1.273
H11 2.4851 -0.3446 -1.2967  -0.909
N3 0.8807 1.4088 3.8815  0.246
H12 -1.9910 4.8482 3.1760  0.374
H13 -2.2338 -4.2251 0.3491  0.500
H14 5.7196 -0.1300 1.8224  0.394
H15 -2.7459 -4.7789 -3.2519  0.536
C12 -2.5546 2.7132 4.3218  -0.833
C13 4.8493 -0.6606 1.4127  -1.420
C14 -2.7828 2.6962 -3.1158  -0.162
H16 0.9037 2.1746 -3.3255  0.427
H17 -3.8707 -2.5115 -1.4878  0.192
C15 -1.0827 4.2448 3.0616  -0.708
H18 -4.7938 2.4859 -3.8914  0.367
H19 0.9056 -5.3008 -4.6573  0.405
H20 -0.5020 -4.5583 0.4509  0.442
H21 2.0617 3.0828 3.2943  0.181
H22 0.1407 -5.9012 -2.2986  0.496
H23 -1.9977 -1.4993 -0.2674  0.745
H24 -1.8928 -6.6385 0.7475  0.402
H25 -1.9946 -1.2443 1.8323  0.372
H26 0.6928 -2.4522 -3.5369  0.433
H27 -2.3243 2.3005 5.3139  0.268
H28 -3.2756 -0.2507 2.5886  0.393
H29 1.1254 3.2962 4.8197  0.263
H30 -1.7021 0.8875 -0.7147  0.606
H31 -4.5302 4.9467 -0.5463  0.369
H32 -0.8677 -6.7759 -0.7031  0.340
C16 0.1524 1.9823 -2.5351  -1.160
O1 -0.0790 1.8728 1.4749  0.850
H33 2.6824 0.3026 3.7121  0.555
H34 -3.0218 3.6940 4.4627  0.396
H35 -2.0476 4.7069 -0.4434  0.319
H36 4.0568 5.1291 -0.1303  0.426
H37 -4.0552 -4.2277 -1.0573  0.321
C17 -0.5220 3.1078 -2.0013  -1.063
H38 3.2129 0.6086 -2.6383  0.496
H39 -0.2754 4.7040 3.6516  0.241
C18 4.6021 4.1782 -0.2348  -1.817
H40 1.2790 -0.4489 2.9252  0.270
H41 1.0836 -4.3954 -2.3432  0.329
H42 2.9289 3.1139 0.5366  -0.493
H43 -3.2937 2.0602 3.8365  0.238
Ca1 1.0866 2.4244 -0.4177  1.216
H44 -4.7880 -3.5913 -2.5438  0.431
H45 -2.4619 -3.0385 -3.4394  0.432
H46 -0.8709 0.0083 5.2436  0.398
H47 -0.0319 -3.8086 -4.6068  0.339
H48 0.6780 -0.0722 -4.1687  0.507
C19 -1.2747 -1.1828 -1.0213  -1.383
H49 3.5869 1.0437 1.8864  0.211
Br1 1.1630 -2.5805 -0.3431  0.068
C20 -2.6443 -3.8311 -2.7028  -0.714
C21 0.2260 -0.3964 -3.2235  -2.118
H50 2.9652 3.2686 -1.3213  0.212
H51 -2.3481 2.0492 -3.8891  0.409
P2 -0.4576 1.6260 2.9242  -1.432
H52 4.4980 -1.3588 2.1824  0.337
C22 -1.1160 0.1549 -1.2849  0.308
C23 0.1479 -4.8675 -2.6794  -0.565
C24 3.4262 0.0793 -1.6951  1.077
C25 4.3995 -1.0994 -1.9317  -1.597
P3 4.0617 1.2938 -0.4710  0.013
H53 5.2993 4.2764 -1.0829  0.386
H54 -0.8528 -5.3726 -4.5776  0.355
H55 -2.6050 -6.4162 -0.8568  0.338
H56 0.0626 4.0622 -1.9942  0.823
C26 -3.9039 -3.5300 -1.8945  -1.111
C27 1.6957 2.5787 4.2099  -0.931
N4 -4.7465 3.7208 -2.2160  -0.587
C28 -1.4026 -4.7367 -0.1534  -0.535
C29 3.5429 3.0574 -0.3941  0.889
C30 -4.0143 4.3233 -1.2810  -0.462
C31 -4.1603 2.9446 -3.1229  -0.462
H57 -2.2627 0.4357 1.2879  0.023
H58 1.4153 -0.4893 4.7013  0.265


# 2
This record from OMol25 describes 10 unconnected molecules or ions with the total composition ClH18O9. The level of theory is wB97M-V/def2-TZVPD.

* HOMO level: -0.246 Eh
* ΔE to the lowest compared entry with this formula, charge and spin: 0.344 eV
* HOMO-LUMO gap: 9.68 eV
* 2S+1: 1
* net charge: -1
* energy: -1148.28437 a.u.

Last column: Mulliken charge in e.
Atoms and positions in Å:
H1 -0.6477 3.1454 2.9977  0.309
H2 0.3471 -0.8292 -2.4878  0.298
H3 -2.4313 0.1503 -4.0926  0.303
O1 1.5247 2.9924 1.2313  -0.636
H4 1.1801 3.6832 0.6655  0.304
H5 1.2295 -3.0730 -0.1534  0.243
H6 -1.1847 -1.3362 1.0487  0.317
H7 -1.7338 0.6544 -2.8471  0.270
H8 -3.6762 -0.9832 -1.4170  0.256
H9 -0.8089 2.1780 1.8445  0.333
O2 0.3016 -1.7557 -2.7240  -0.645
O3 -1.3516 -1.9568 1.7581  -0.624
H10 -1.1672 -1.4632 2.5572  0.301
H11 2.5449 0.0367 -0.1835  0.359
O4 1.1588 -0.3613 2.9271  -0.609
H12 0.7311 -0.1536 2.0963  0.313
H13 1.1229 -1.6398 -0.6295  0.278
Cl1 -0.2132 0.5828 -0.3644  -0.813
O5 -1.3100 2.6780 2.4887  -0.656
O6 -2.7900 -1.0831 -1.7648  -0.563
H14 1.2918 2.1782 0.7851  0.259
O7 1.6780 -2.2281 -0.1176  -0.562
H15 1.8041 0.3357 3.0457  0.302
H16 -2.2435 -0.5521 -1.1855  0.263
O8 -1.6485 0.6169 -3.7998  -0.622
O9 3.3728 0.3558 0.1758  -0.628
H17 -0.6354 -1.9463 -2.7682  0.350
H18 3.5546 -0.2265 0.9134  0.300


# 3
This record from OMol25 describes 6 unconnected molecules or ions with the total composition C30H56Br13IN5. The level of theory is wB97M-V/def2-TZVPD.

* HOMO level: -0.391 Eh
* HOMO-LUMO gap: 7.46 eV
* 2S+1: 1
* net charge: +1
* energy: -35209.65456 a.u.

Last column: Mulliken charge in e.
Atoms and positions in Å:
C1 1.7902 -0.7487 3.0798  0.065
H1 -1.7567 1.8157 -1.5009  0.202
H2 -0.3536 -2.4233 5.7361  0.250
H3 -3.2278 2.4768 0.5031  0.329
H4 1.2309 -7.3982 -7.5604  0.337
Br1 4.3354 0.1181 6.2921  -0.123
H5 6.7533 0.4174 5.8775  0.350
C2 -1.3727 0.5237 1.1670  -0.740
H6 2.2553 -6.2326 -9.4480  0.339
H7 0.0932 7.2161 -4.8346  0.375
C3 0.9889 0.3777 2.1754  -1.263
C4 -5.8907 -0.1225 -3.3509  -0.599
Br2 -3.9881 -1.4918 -1.6996  -0.097
C5 -0.1691 -1.6683 -2.2925  -0.809
H8 -3.1929 -0.5272 0.2583  -1.067
Br3 0.4434 -5.5402 -6.1334  -0.121
Br4 -3.0475 1.7031 8.6142  -0.128
C6 -0.5347 -1.5539 -3.8856  -0.729
H9 -6.2965 -2.0178 -2.4090  0.401
H10 2.7085 0.6669 -6.1579  0.428
Br5 1.7252 -0.7703 -4.4040  0.217
Br6 -5.4502 1.7050 -2.8298  -0.148
H11 1.1444 -1.2358 3.9271  -0.054
H12 0.3770 -2.6248 -1.8929  0.196
Br7 3.7289 -3.0159 -6.5434  -0.138
H13 -4.3152 2.7611 2.5115  0.319
H14 -4.6075 1.3204 -0.0579  -0.257
H15 -1.3246 -0.5743 9.3627  0.376
N1 0.9983 0.2385 0.6539  0.637
H16 0.0051 -2.1885 1.4908  0.211
C7 -3.8853 1.5610 0.8616  -0.123
C8 0.6127 6.7159 -2.7678  -0.581
I1 2.0559 2.2293 2.8197  0.180
C9 -1.3975 0.8773 -2.1008  0.121
H17 1.7927 0.7766 -2.1489  -0.249
Br8 5.3310 -2.6585 4.0708  -0.123
N2 -0.3533 -1.9276 0.5471  -0.268
H18 -2.7996 0.9084 10.9412  0.334
H19 -2.2233 -2.4503 5.9734  0.261
C10 2.9825 -0.3403 -5.8318  -0.685
H20 -1.2795 -2.3546 0.3282  0.350
H21 6.4243 -1.2474 6.4214  0.376
H22 1.2280 8.3398 -4.0440  0.347
C11 -0.6302 -0.3802 -1.3387  0.312
C12 -1.1931 0.3171 4.0014  -1.189
H23 3.4990 -0.0103 -1.9550  0.388
Br9 -0.3112 5.0048 -2.9210  -0.072
Br10 -3.1717 -1.9833 8.4415  -0.090
H24 -2.1803 1.6306 -4.2518  0.329
H25 -5.2049 -0.3985 -4.1564  0.360
C13 1.8690 -5.6333 -8.6195  -0.399
H26 3.9789 -0.3131 -5.3825  0.363
H27 -1.2459 1.5730 0.6125  0.386
C14 6.1135 -0.4570 5.7329  -0.571
H28 -6.9076 -0.0672 -3.7480  0.385
C15 -2.3144 -0.8236 9.7547  -0.626
H29 2.1392 -1.6465 2.3752  0.307
C16 -5.8317 -1.0583 -2.1658  -0.690
H30 4.3004 2.2078 -1.6130  0.308
H31 1.5016 6.5447 -2.1546  0.318
H32 -2.8276 -1.2835 4.0285  0.464
H33 -2.2005 -1.4425 10.6490  0.368
H34 2.7616 -0.3232 3.5979  -0.042
H35 -4.2251 0.1545 10.1827  0.371
H36 -0.4882 1.9598 2.6878  0.692
H37 2.7057 -5.2796 -8.0111  0.166
C17 -2.9778 0.2047 1.1768  1.189
H38 2.2512 -1.4010 -0.3004  0.338
C18 -1.6285 0.7173 -3.7152  -0.540
H39 -0.3264 0.4655 4.8091  0.555
C19 6.1188 -0.8870 4.2842  -0.555
H40 1.3707 2.9278 -1.6649  0.048
H41 0.8809 1.2112 0.2897  0.517
H42 3.4799 2.2628 0.1004  0.094
H43 -0.0791 7.3646 -2.2243  0.355
C20 -1.6416 -1.2557 4.1026  0.143
N3 -4.7872 1.9676 2.0083  -0.638
Br11 2.4490 6.3892 -4.9457  -0.121
N4 2.3730 3.2215 -1.6370  -0.342
H44 -1.3267 -0.8439 6.4046  0.266
Br12 -2.6824 1.5517 4.6496  -0.170
C21 0.8418 -6.4129 -7.8316  -0.583
C22 -0.5572 0.7744 2.5636  0.432
C23 0.9252 7.2925 -4.1293  -0.606
H45 3.3969 -0.9489 -7.8568  0.399
C24 -0.3451 -0.4321 0.3018  0.147
H46 5.5649 -0.2100 3.6282  0.276
H47 7.1435 -0.9854 3.9152  0.382
H48 3.1427 -0.0951 0.7282  0.230
H49 -4.8935 1.2158 2.7268  0.296
H50 1.8328 -1.5489 -7.2490  0.373
C25 2.6679 0.6248 -1.3829  -0.243
H51 -0.1979 -2.4804 -4.5602  0.460
H52 -0.1084 -6.5352 -8.3585  0.382
H53 2.4893 4.1273 -1.1283  0.201
C26 -1.3100 -1.7506 5.6646  -0.944
H54 -1.1149 -1.9770 3.3472  -0.137
C27 3.2634 2.1304 -1.0425  -0.328
H55 -3.3870 -0.2970 2.1510  0.170
C28 2.2520 -0.2436 -0.0407  -0.205
N5 -1.2277 -0.4288 -4.5996  -0.449
H56 -6.3011 -0.6503 -1.2665  0.417
C29 2.8667 -1.3204 -6.9762  -0.668
Br13 1.0719 -4.0630 -9.4587  -0.128
C30 -3.1654 0.3894 10.0514  -0.552


# 4
This record from OMol25 describes a molecular structure, C5H9BrS2. The level of theory is wB97M-V/def2-TZVPD.

* HOMO level: -0.317 Eh
* ΔE to the lowest compared entry with this formula, charge and spin: 0.797 eV
* HOMO-LUMO gap: 8.67 eV
* 2S+1: 1
* energy: -3566.23154 a.u.

Last column: Mulliken charge in e.
Atoms and positions in Å:
Br1 3.4410 0.0495 0.1420  -0.075
C1 -1.2877 -0.2006 -1.3642  -0.428
H1 -1.3777 -2.3133 -0.7472  0.411
H2 -1.1850 -1.2305 0.5281  0.332
C2 1.5663 0.1470 0.2546  0.199
C3 1.3219 0.3695 1.7866  -1.282
H3 -1.3240 1.0808 0.3300  0.317
H4 -0.9689 -0.3305 -2.4608  0.246
H5 0.6417 1.1219 1.9092  0.377
C4 -0.9191 -1.4148 -0.4995  -0.727
H6 2.2866 0.6893 2.2167  0.486
S1 0.8366 -1.8951 -0.4343  -0.037
H7 -1.5367 1.8633 -1.1691  0.400
C5 -0.9109 1.1513 -0.7097  -0.667
H8 0.9677 -0.5105 2.2928  0.246
S2 0.8607 1.4515 -0.7698  -0.085
H9 -2.4125 -0.0289 -1.3053  0.287


no.,maximum force (hartree/bohr)
1,0.0663
2,0.0180
3,0.1260
4,0.0652